Density functional theory data (ωB97M-V with the def2-TZVPD basis set) for a 2-piece molecular cluster, C3H7NO3 overall at a distorted geometry.

Each line ends with the Löwdin charge.
Cartesian coordinates (Å):
O -0.377 1.690 -2.431  0.06
C -0.470 0.501 -2.322  -0.24
C -1.160 -0.085 -1.066  -0.14
N -0.243 -0.183 0.060  0.03
C 0.986 -0.744 -0.109  -0.34
O 1.339 -1.248 -1.156  0.02
H -0.045 -0.215 -3.034  0.11
H -1.660 -1.040 -1.230  0.12
H -1.949 0.616 -0.798  0.12
H -0.265 0.526 0.753  0.10
H 1.643 -0.830 0.757  0.12
O 0.584 0.277 3.170  -0.05
H 0.989 1.087 3.532  0.06
H 0.626 -0.352 3.874  0.02

SMILES = O=CCNC=O.O
energy relative to the best compared isomer or geometry (same formula, charge and spin) = 40.7 kcal per mole
frontier orbital gap = 9.8094 eV
HOMO = -9.371 eV
largest force on an atom = 1.43 eV Å⁻¹